A structure of composition C3H8NOS. Source: OMol25; level of theory: ωB97M-V with the def2-TZVPD basis set.

Last column: Mulliken charge in e.
Element x y z (Å)
C -0.28649 -1.32686 -0.27166  -0.42
C -0.83229 1.16705 0.31837  -0.39
C 1.49367 0.21420 -0.20304  -0.99
N 0.10317 -0.06220 0.33102  -0.03
O -2.08064 -0.91915 0.25316  -0.39
S -2.46591 0.46062 -0.27899  0.21
H -0.22053 -1.31412 -1.34680  0.40
H 0.13471 -2.23600 0.20731  0.36
H -1.01612 1.72889 1.32292  0.32
H -0.49335 1.96569 -0.34050  0.31
H 1.47009 0.60595 -1.16566  0.47
H 2.03889 0.84669 0.43317  0.40
H 1.96231 -0.71977 -0.59310  0.36
H 0.19249 -0.41100 1.33378  0.38

Values from the calculation:
E_HOMO (spin up / spin down): -12.78 / -12.78 eV
gap between HOMO and LUMO (spin up / spin down): 7.88 / 7.88 eV
E_tot: -646.87253 hartree
charge: +1
molecular weight: 106.2 g/mol